Entry 1:
DFT (wB97M-V/def2-TZVPD) results for a structure of composition C32H40N5OP2Sr in a non-equilibrium geometry.

The geometry in XYZ format:
```
81
Properties=species:S:1:pos:R:3:lowdin_spin:R:1
Sr -0.01 -0.09 4.64 0.145
P -1.74 -0.63 -3.56 0.000
P 1.33 -1.31 -4.01 0.000
O 0.69 1.61 6.44 -0.009
N 2.75 -0.31 -3.83 0.000
N -1.85 1.08 -3.33 0.000
N 0.35 1.09 7.63 0.025
N -3.39 -1.08 -3.92 0.000
N 1.89 -2.60 -5.02 0.000
C 1.00 2.44 3.10 0.009
C -0.28 2.84 3.88 0.031
C 4.35 1.20 -4.22 0.000
C -1.78 1.63 -2.05 0.000
C 1.53 1.06 3.46 0.048
C -1.03 0.62 1.76 0.027
C 2.26 -2.62 -6.37 0.000
C -1.55 0.69 3.19 0.183
C 1.21 -0.11 2.78 0.090
C -1.06 0.87 7.93 0.059
C -2.18 3.29 -3.53 0.000
C -4.34 -0.42 -4.69 0.000
C -1.98 2.99 -2.15 0.000
C -1.24 1.69 4.10 0.252
C 0.25 -0.25 1.62 0.015
C 1.10 0.28 9.77 0.011
C -1.06 -0.67 -5.29 0.000
C 4.00 1.27 -2.84 0.000
C 3.57 0.24 -4.81 0.000
C 2.73 -3.88 -6.66 0.000
C -2.10 2.12 -4.23 0.000
C -5.04 -2.55 -4.34 0.000
C 1.39 0.79 8.56 0.005
C 1.36 -1.29 5.64 0.007
C -5.37 -1.30 -4.95 0.000
C 3.01 0.34 -2.63 0.000
C -1.30 0.30 9.31 0.006
C 2.65 -4.67 -5.47 0.000
C -3.83 -2.39 -3.72 0.000
C 0.43 -0.30 -5.27 0.000
C -0.30 0.03 10.15 0.016
C 2.14 -3.87 -4.48 0.000
H -1.91 1.82 4.95 0.017
H -6.27 -1.06 -5.50 0.000
H 0.53 0.77 -5.05 0.000
H 0.76 -0.01 0.68 0.001
H -0.85 1.63 1.38 0.002
H -0.51 -0.38 11.13 0.001
H 1.88 -0.96 2.92 0.006
H 1.15 -2.34 5.39 0.001
H -1.98 3.69 -1.32 0.000
H 3.53 -0.12 -5.83 0.000
H -1.48 0.17 7.18 0.011
H -1.81 0.18 1.13 0.004
H -2.32 0.11 9.62 0.000
H 0.02 3.21 4.86 0.001
H -0.04 -1.30 1.56 0.001
H -1.65 0.03 -5.89 0.000
H 2.39 -1.06 5.34 0.000
H -5.64 -3.45 -4.34 0.000
H -0.78 3.67 3.36 0.011
H 0.82 2.50 2.02 0.000
H -2.42 0.08 3.41 0.018
H 1.27 -1.18 6.72 0.001
H 4.43 1.91 -2.09 0.000
H 2.42 0.97 8.29 0.000
H 0.90 -0.49 -6.24 0.000
H 1.78 3.18 3.32 0.000
H -1.18 -1.67 -5.72 0.000
H 2.15 -1.75 -6.99 0.000
H 3.08 -4.20 -7.63 0.000
H 1.90 0.06 10.47 0.001
H -2.18 1.93 -5.29 0.000
H 1.92 -4.06 -3.44 0.000
H -4.21 0.61 -4.96 0.000
H -1.60 0.99 -1.20 0.000
H 2.40 1.04 4.11 0.004
H -2.35 4.27 -3.96 0.000
H -3.22 -3.08 -3.14 0.000
H 2.46 0.06 -1.74 0.000
H 2.94 -5.71 -5.37 0.000
H 5.12 1.79 -4.72 0.000
```

As for the spin multiplicity: 2. Its LUMO energy (spin up / spin down) is -1.12 / -0.76 eV. As for the calculated total energy: -62730.769 eV. As for the charge: 0. The HOMO-LUMO gap (spin up / spin down) comes out at 3.2994 / 4.5993 eV.


Entry 2:
DFT (wB97M-V/def2-TZVPD) results for a structure of composition C32H40N6OPtS.

The geometry in XYZ format:
```
81
Properties=species:S:1:pos:R:3:lowdin_charge:R:1
Pt 0.25 0.48 0.04 1.032
S 3.07 -0.63 -1.37 0.616
O 3.02 -4.46 3.78 0.072
N -0.64 0.82 -1.77 -0.129
N 1.08 -0.34 1.76 -0.083
N -1.89 1.72 1.71 0.110
N 4.64 -2.96 4.25 0.173
N 2.60 -2.71 -3.01 -0.049
N 1.28 -0.85 -3.29 -0.061
C 0.23 2.90 1.80 -0.203
C 0.55 -1.50 2.18 -0.095
C -3.10 -2.29 -0.43 -0.023
C 0.40 -1.55 -4.21 -0.082
C -3.18 1.23 3.67 -0.072
C 0.85 2.27 0.71 -0.284
C -2.96 -0.07 -1.39 0.003
C -1.73 3.06 -1.43 -0.039
C 3.66 -3.51 -2.45 -0.103
C -1.04 2.09 -2.39 -0.611
C -1.92 1.83 -3.62 -0.040
C -2.96 1.19 2.31 -0.135
C -3.72 -1.12 -0.90 -0.267
C -0.97 2.33 2.46 -0.248
C 2.53 4.04 0.69 -0.088
C -1.72 -2.42 -0.47 -0.281
C -0.96 -1.37 -0.99 -0.117
C 2.01 2.86 0.18 -0.157
C 3.43 -3.32 3.74 -0.490
C 1.30 -2.46 2.83 0.019
C -5.21 -0.99 -0.82 -0.046
C -1.56 -0.16 -1.44 -0.341
C 2.64 -2.22 3.08 -0.118
C 1.89 4.67 1.76 -0.094
C -1.05 -3.69 -0.02 -0.047
C 0.26 2.74 -2.89 -0.045
C -1.12 2.42 3.85 -0.024
C 2.36 -0.09 2.04 -0.116
C 3.17 -1.00 2.70 0.009
C 2.29 -1.45 -2.62 -0.870
C 0.76 4.09 2.30 -0.052
C -2.23 1.87 4.46 -0.073
H 0.26 4.59 3.12 0.105
H -5.60 -0.39 -1.64 0.079
H -1.32 -4.52 -0.66 0.084
H 0.04 -3.58 -0.04 0.074
H 0.86 -0.05 -2.80 0.059
H 2.52 2.36 -0.63 0.068
H -2.15 3.90 -2.00 0.087
H 0.86 -3.41 3.12 0.125
H 0.68 2.16 -3.72 0.082
H -3.47 0.83 -1.69 0.097
H -1.75 2.62 -4.37 0.082
H 0.07 3.75 -3.24 0.089
H 2.27 5.60 2.16 0.097
H -2.35 1.92 5.54 0.104
H -3.67 0.71 1.65 0.096
H 4.02 -3.02 -1.55 0.027
H 0.94 -1.88 -5.10 0.085
H 2.74 0.86 1.69 0.106
H -5.70 -1.96 -0.84 0.076
H -0.37 -0.85 -4.53 0.072
H 3.28 -4.50 -2.19 0.081
H -0.50 -1.64 1.97 0.111
H 4.87 -2.00 4.44 0.092
H 4.21 -0.75 2.84 0.115
H -1.35 -3.95 1.00 0.080
H 3.42 4.47 0.26 0.101
H -5.50 -0.49 0.12 0.076
H -1.67 0.88 -4.08 0.068
H -4.06 0.77 4.10 0.098
H -0.10 -2.41 -3.74 0.088
H 2.07 -3.11 -3.76 0.109
H 0.11 -1.52 -1.14 0.074
H -2.53 2.58 -0.87 0.060
H -1.02 3.46 -0.71 0.067
H -2.99 1.83 -3.40 0.068
H 5.13 -3.66 4.78 0.114
H 1.00 2.78 -2.10 0.048
H -3.71 -3.10 -0.06 0.117
H 4.49 -3.62 -3.15 0.083
H -0.35 2.90 4.45 0.107
```

As for the spin multiplicity: 1. Its LUMO energy is -0.30 eV. As for the calculated total energy: -58904.650 eV. As for the charge: 0. The HOMO-LUMO gap comes out at 6.6283 eV.


Entry 3:
DFT (wB97M-V/def2-TZVPD) results for a structure of composition C32H41BrGeNPdSSi3.

The geometry in XYZ format:
```
81
Properties=species:S:1:pos:R:3:lowdin_spin:R:1
Pd -0.68 0.78 1.83 0.008
Br -3.08 0.74 1.45 0.001
Ge -0.09 0.15 -1.04 0.005
S 3.28 2.63 3.05 0.104
Si 1.96 0.95 -2.00 0.001
Si -0.13 -2.13 -1.76 0.002
Si -1.60 1.07 -2.66 0.001
N 1.29 1.06 2.37 0.127
C -3.35 -1.12 1.77 0.000
C -1.03 -1.13 2.66 -0.002
C -0.17 -1.83 3.49 0.001
C 1.61 2.38 2.55 0.255
C -0.56 2.83 1.68 0.079
C -1.35 0.88 -4.54 0.000
C 0.67 3.36 2.20 0.041
C -4.55 -1.68 1.45 0.001
C 3.59 0.93 2.77 0.022
C -3.80 -3.72 2.48 0.000
C 3.50 0.17 -1.22 0.001
C -1.60 -3.79 3.62 0.001
C 1.11 -3.19 -0.79 0.000
C 4.85 -1.09 2.50 0.045
C 2.10 2.81 -1.63 0.000
C 3.68 -1.74 2.08 -0.001
C 2.32 0.80 -3.87 0.000
C 0.87 4.75 2.30 0.103
C -1.52 3.75 1.29 0.015
C -0.13 5.62 1.90 0.001
C -0.45 -3.14 3.96 0.000
C -4.76 -3.04 1.79 0.000
C 2.40 0.27 2.39 0.007
C 0.16 -2.64 -3.57 0.001
C 4.80 0.26 2.83 0.004
C -1.32 5.14 1.39 0.120
C -1.81 -2.91 -1.31 0.000
C -2.56 -3.11 2.84 0.000
C -2.29 -1.78 2.42 0.000
C -1.73 2.95 -2.43 0.000
C 2.47 -1.07 2.01 0.038
C -3.38 0.43 -2.45 0.000
H 3.56 0.39 -0.15 0.000
H 1.44 3.39 -2.28 0.000
H 2.12 -2.77 -0.81 0.000
H -1.78 -4.00 -1.41 0.000
H 5.70 0.79 3.11 -0.001
H -0.83 3.45 -2.80 0.000
H 2.32 -0.25 -4.19 0.000
H 5.79 -1.63 2.53 0.005
H -1.79 -4.81 3.94 0.000
H -0.43 1.35 -4.88 0.000
H 0.29 -3.63 4.59 0.000
H 1.60 1.34 -4.48 0.000
H 1.15 -4.21 -1.19 0.000
H 0.77 -1.39 3.78 0.001
H 0.04 6.70 1.97 -0.004
H 4.39 0.57 -1.71 0.000
H 0.81 -3.26 0.26 0.000
H -3.45 -0.64 -2.66 0.000
H -2.61 -2.53 -1.95 0.000
H 1.13 -2.30 -3.92 0.000
H 0.11 -3.73 -3.68 0.000
H 1.81 5.14 2.69 0.011
H -3.75 0.59 -1.44 0.000
H -2.10 5.82 1.06 0.010
H -5.69 -3.52 1.53 0.000
H -2.59 3.36 -2.97 0.000
H -1.32 -0.17 -4.85 0.000
H -3.96 -4.75 2.78 0.000
H -2.19 1.36 -5.07 0.000
H -2.46 3.41 0.86 -0.002
H -4.04 0.96 -3.14 0.000
H 3.73 -2.78 1.76 -0.001
H -2.07 -2.67 -0.28 0.000
H 1.81 3.02 -0.60 0.000
H 3.32 1.21 -4.07 0.000
H 3.51 -0.91 -1.33 0.000
H -1.82 3.21 -1.37 0.000
H 3.12 3.16 -1.78 0.000
H 1.58 -1.56 1.64 0.002
H -5.32 -1.11 0.95 0.000
H -0.60 -2.20 -4.23 0.000
```

As for the spin multiplicity: 2. Its LUMO energy (spin up / spin down) is 4.43 / 4.43 eV. As for the calculated total energy: -199848.690 eV. As for the charge: -2. The HOMO-LUMO gap (spin up / spin down) comes out at 3.8689 / 5.0086 eV.


Entry 4:
DFT (wB97M-V/def2-TZVPD) results for a structure of composition C32H41CrN3O5PS2 in a non-equilibrium geometry.

The geometry in XYZ format:
```
85
Properties=species:S:1:pos:R:3:lowdin_spin:R:1
Cr 0.32 -0.46 -0.50 2.967
S 0.10 2.42 -1.99 0.004
S 1.45 1.53 1.83 0.009
P -1.67 0.47 0.59 -0.028
O 1.27 0.88 0.46 0.040
O -0.66 -1.88 -1.78 0.015
O 1.64 0.50 2.82 0.002
O 2.43 2.56 1.72 -0.005
O 0.51 0.94 -2.05 0.012
N 3.00 -1.61 -0.22 0.003
N 2.21 -1.12 -1.31 -0.016
N 0.22 -2.15 0.64 -0.014
C -4.79 2.13 -2.40 -0.003
C -2.84 -2.01 0.93 -0.001
C -3.49 -3.03 1.60 0.000
C 1.54 3.44 -1.49 0.003
C -2.97 1.15 -0.52 -0.002
C 1.83 4.44 -2.62 0.000
C 5.14 -0.95 -1.32 0.000
C -4.62 0.77 -2.24 0.000
C 4.37 -2.04 -0.59 0.000
C -3.53 -1.67 3.59 0.000
C -0.19 -4.50 0.74 -0.002
C 0.11 -4.52 2.09 0.011
C 0.46 -3.32 2.70 -0.001
C -3.72 0.28 -1.31 -0.003
C -3.84 -2.86 2.94 -0.002
C -0.47 -3.26 -1.41 0.002
C -2.54 -0.80 1.57 -0.002
C -1.37 1.84 1.77 -0.004
C 5.06 -2.38 0.73 0.000
C -1.14 3.95 3.61 0.000
C -2.88 -0.65 2.91 -0.002
C -0.01 3.33 3.11 0.001
C 0.62 4.45 -3.56 0.000
C -2.51 2.47 2.29 -0.001
C -4.07 3.01 -1.60 0.000
C 0.20 3.00 -3.71 -0.002
C -0.12 2.29 2.20 0.002
C 0.51 -2.17 1.95 0.011
C 4.27 -3.30 -1.46 0.000
C -3.16 2.53 -0.68 -0.003
C -0.13 -3.30 0.05 0.006
C -2.39 3.51 3.20 0.000
H -3.29 3.99 3.58 0.000
H -0.77 2.86 -4.18 0.000
H -0.77 -1.82 -2.74 0.001
H 3.05 -0.88 0.48 0.000
H 0.08 -5.44 2.65 0.001
H 2.38 2.79 -1.25 0.000
H -0.46 -5.40 0.21 0.000
H 0.95 2.39 -4.21 0.000
H -4.22 4.08 -1.70 0.000
H 0.98 3.65 3.41 0.000
H 1.23 3.94 -0.57 0.000
H -5.49 2.51 -3.14 0.000
H 2.61 -0.27 -1.72 0.001
H 3.93 -3.07 -2.47 0.000
H 3.60 -4.03 -1.00 0.000
H 2.01 5.43 -2.21 0.000
H -1.39 -3.82 -1.60 0.000
H -2.65 0.26 3.44 0.000
H -3.80 -1.55 4.63 0.000
H 5.25 -3.75 -1.55 0.000
H 4.71 -0.72 -2.30 0.000
H 6.06 -2.74 0.54 0.000
H -2.61 3.23 -0.07 0.000
H -1.05 4.76 4.32 0.000
H -3.49 2.15 1.98 0.000
H 5.13 -1.50 1.37 0.000
H 0.86 4.89 -4.52 0.000
H 0.33 -3.71 -1.99 0.001
H 6.17 -1.28 -1.50 0.000
H 0.70 -3.27 3.75 0.000
H 2.24 -1.84 -2.03 0.001
H 5.18 -0.03 -0.73 0.000
H 2.73 4.15 -3.16 0.000
H -5.19 0.07 -2.84 0.000
H -3.73 -3.95 1.09 0.000
H 0.81 -1.23 2.39 0.001
H 4.50 -3.15 1.27 0.000
H -2.56 -2.15 -0.11 0.000
H -0.20 5.02 -3.11 0.000
H -3.62 -0.79 -1.18 0.000
H -4.36 -3.65 3.47 0.000
```

As for the spin multiplicity: 4. Its LUMO energy (spin up / spin down) is -5.99 / -5.87 eV. As for the calculated total energy: -107926.806 eV. As for the charge: +2. The HOMO-LUMO gap (spin up / spin down) comes out at 8.3192 / 8.4147 eV.


Entry 5:
DFT (wB97M-V/def2-TZVPD) results for a structure of composition C32H41InN3O in a non-equilibrium geometry.

The geometry in XYZ format:
```
78
Properties=species:S:1:pos:R:3:lowdin_charge:R:1
In 0.33 -0.24 -0.57 1.066
O 1.72 -2.32 -0.07 -0.320
N 4.71 1.83 -1.32 0.055
N -0.62 0.57 -3.37 0.013
N -2.51 0.60 -2.17 -0.041
C -0.66 3.42 1.96 -0.066
C 5.67 1.15 -1.87 -0.191
C 3.02 1.30 -0.02 0.000
C 5.38 0.21 -2.91 -0.143
C 0.51 -1.40 3.21 -0.067
C -1.90 0.64 2.72 -0.050
C -5.52 -0.57 0.56 -0.288
C 4.05 -0.03 -3.32 -0.126
C 3.48 1.18 -1.33 -0.409
C 0.11 2.19 2.21 -0.255
C -4.31 1.17 -0.67 -0.201
C 3.15 -2.20 -0.20 -0.182
C 3.19 0.09 2.48 -0.081
C 2.52 -4.36 -1.04 -0.157
C 2.52 3.08 1.80 -0.053
C -5.37 0.76 0.17 -0.016
C -3.48 0.19 -1.23 -0.135
C -1.16 0.13 -2.25 -0.443
C -4.57 -1.52 0.13 -0.004
C 1.28 -3.59 -0.59 -0.192
C -0.45 0.92 2.56 -0.252
C -2.58 1.65 -3.11 -0.143
C -3.99 2.60 -0.93 -0.051
C 1.53 2.05 2.20 -0.234
C -3.54 -1.14 -0.76 -0.182
C 3.02 0.42 -2.46 -0.103
C -6.73 -0.94 1.35 -0.071
C 1.84 0.68 2.46 -0.263
C -2.51 -2.14 -1.21 -0.088
C 3.63 -3.31 -1.13 -0.144
C 0.62 -0.01 2.71 -0.288
C -1.31 1.84 -3.53 -0.136
H -3.97 2.81 -2.01 0.045
H -4.75 3.27 -0.51 0.079
H 3.72 0.43 3.39 0.078
H 0.59 -3.39 -1.43 0.114
H 3.38 -1.19 -0.59 0.087
H -1.75 -2.37 -0.43 0.063
H 6.23 -0.25 -3.42 0.064
H 3.59 -2.27 0.81 0.115
H -2.08 -0.43 2.88 0.064
H 3.72 -2.92 -2.15 0.108
H -7.15 -0.05 1.82 0.070
H 3.35 3.08 2.51 0.087
H -6.52 -1.68 2.13 0.074
H 3.16 -1.01 2.50 0.056
H -0.91 3.93 2.91 0.077
H 3.78 0.40 1.60 0.044
H -1.96 -1.75 -2.08 0.045
H 0.77 -1.42 4.28 0.083
H -3.01 2.87 -0.50 0.094
H 6.69 1.34 -1.48 0.097
H -0.08 4.13 1.35 0.067
H 1.97 0.46 -2.75 0.053
H -0.86 2.75 -3.92 0.088
H -0.51 -1.78 3.10 0.060
H -7.50 -1.35 0.70 0.079
H -1.60 3.20 1.44 0.055
H -3.47 2.10 -3.56 0.113
H -2.28 1.18 3.60 0.084
H 3.03 2.84 0.81 0.057
H 3.80 -0.53 -4.28 0.103
H 2.06 4.07 1.74 0.072
H -4.66 -2.56 0.46 0.120
H 1.19 -2.08 2.68 0.060
H 1.99 1.63 -0.01 -0.026
H 2.77 -5.12 -0.29 0.108
H -2.98 -3.10 -1.49 0.083
H -2.48 0.96 1.84 0.069
H 2.36 -4.86 -2.00 0.106
H 0.73 -4.10 0.21 0.122
H 4.61 -3.68 -0.82 0.111
H -6.09 1.51 0.52 0.113
```

As for the spin multiplicity: 1. Its LUMO energy (spin up / spin down) is 2.02 / 2.48 eV. As for the calculated total energy: -45531.782 eV. As for the charge: -1. The HOMO-LUMO gap (spin up / spin down) comes out at 5.1033 / 5.8646 eV.


Entry 6:
DFT (wB97M-V/def2-TZVPD) results for a structure of composition C32H41MoN11O2S.

The geometry in XYZ format:
```
88
Properties=species:S:1:pos:R:3:lowdin_spin:R:1
Mo 0.31 -0.01 0.32 1.928
S -0.47 1.74 -2.56 0.002
O -0.14 3.09 -2.21 0.002
O 0.56 0.89 -3.11 0.000
N -3.04 1.81 -0.65 0.000
N 2.23 1.50 -0.87 0.022
N -1.77 0.41 0.79 -0.001
N -0.84 0.93 -1.12 0.006
N 3.26 2.98 -2.30 0.002
N -5.20 1.50 -5.99 -0.001
N 2.99 1.71 -1.88 0.008
N 1.12 -0.17 2.15 -0.056
N 2.14 0.18 -0.77 0.020
N 3.47 0.62 -2.45 0.006
N -0.13 -1.96 0.78 0.015
C 2.92 -0.34 -1.73 0.012
C 3.44 -0.05 2.95 -0.004
C -0.79 -2.99 0.24 -0.040
C 4.31 2.05 3.79 -0.002
C -3.26 0.44 -5.06 0.000
C 2.20 0.59 2.73 0.002
C 2.01 1.94 3.06 -0.004
C 3.35 -2.47 3.80 0.001
C -0.83 -3.33 2.48 0.005
C -1.10 -4.65 -1.57 -0.002
C 0.10 -2.50 -2.02 0.007
C -2.16 0.50 -4.25 0.000
C -2.76 0.35 1.67 0.007
C -4.11 1.56 -5.19 -0.001
C -1.23 -3.87 1.30 -0.015
C 0.55 -1.17 2.88 0.054
C -1.03 -3.16 -1.23 -0.005
C 3.80 -1.52 2.69 0.000
C -4.02 1.75 0.24 0.014
C -2.37 -2.49 -1.57 -0.004
C 0.70 2.71 2.92 0.000
C -3.81 2.73 -4.47 0.000
C 4.47 0.71 3.48 0.000
C 0.36 3.05 1.48 0.015
C 3.09 2.65 3.58 0.001
C -2.72 2.78 -3.65 0.000
C -0.47 2.09 3.70 0.000
C -1.88 1.67 -3.53 -0.001
C -3.95 1.01 1.42 0.000
C -0.14 -2.12 2.18 -0.030
C -1.97 1.10 -0.36 0.019
C 3.46 -2.08 1.31 0.001
H 4.89 -1.52 2.73 0.000
H -5.34 0.73 -6.61 0.000
H -0.20 1.95 4.74 0.000
H -0.03 -2.71 -3.08 0.000
H -2.34 -1.41 -1.39 0.000
H 0.11 -1.41 -1.94 0.004
H 0.89 3.67 3.40 0.000
H -1.75 -4.80 1.15 0.000
H -4.45 3.60 -4.57 0.000
H 3.86 2.91 -3.12 0.000
H -4.77 0.97 2.11 0.000
H -2.59 -0.22 2.58 0.000
H 0.05 2.17 0.89 0.006
H 5.43 0.24 3.65 0.000
H -5.73 2.34 -6.19 0.000
H -0.50 3.73 1.41 0.001
H 2.30 -2.75 3.72 0.001
H -1.34 2.75 3.66 0.000
H -1.23 -4.76 -2.65 0.000
H 1.07 -2.90 -1.72 0.000
H 1.20 3.49 0.95 0.001
H -1.48 -0.34 -4.19 0.000
H -0.19 -5.17 -1.28 0.000
H -1.95 -5.13 -1.09 0.000
H 0.69 -1.20 3.95 0.003
H 3.93 -3.06 1.20 0.000
H 2.38 3.44 -2.51 0.000
H 2.95 3.69 3.84 0.000
H 5.14 2.62 4.20 0.000
H -3.47 -0.46 -5.63 0.000
H 3.07 -1.39 -1.91 0.000
H -0.96 -3.74 3.47 0.001
H -4.91 2.33 0.01 0.001
H -2.49 3.68 -3.09 0.000
H -3.19 -2.91 -0.99 0.000
H 3.92 -3.40 3.75 0.000
H 2.39 -2.22 1.15 0.001
H -0.76 1.12 3.30 0.000
H -2.59 -2.65 -2.63 -0.001
H 3.86 -1.44 0.52 0.000
H 3.51 -2.03 4.79 0.000
```

As for the spin multiplicity: 3. Its LUMO energy (spin up / spin down) is -8.17 / -7.28 eV. As for the calculated total energy: -67011.876 eV. As for the charge: +2. The HOMO-LUMO gap (spin up / spin down) comes out at 4.6033 / 5.5160 eV.